Entry 1:
A structure of composition C25H32BO4Ru at a distorted geometry. Source: OMol25; level of theory: wB97M-V/def2-TZVPD.

Last column: Löwdin charge in e.
Element x y z (Å)
O1 0.281 -0.508 -5.039  -0.1552
C1 0.085 0.835 -5.595  -0.1761
C2 -0.043 0.375 -7.038  -0.0610
H1 0.968 1.457 -5.408  0.1190
H2 -0.828 1.302 -5.194  0.1222
C3 0.113 -1.031 -6.408  -0.5520
H3 0.811 0.706 -7.635  0.1186
H4 -1.025 0.635 -7.441  0.1179
C4 1.389 -1.771 -6.750  -0.0189
H5 2.265 -1.128 -6.626  0.0916
H6 1.394 -2.134 -7.781  0.0931
H7 1.479 -2.622 -6.068  0.0890
C5 -1.130 -1.900 -6.525  -0.0165
H8 -2.035 -1.360 -6.224  0.0892
H9 -1.004 -2.775 -5.881  0.0867
H10 -1.294 -2.242 -7.554  0.0954
Ru1 -0.243 -0.971 2.436  1.4081
C6 -2.125 -1.268 3.186  -0.2160
C7 -2.151 0.162 3.462  -0.1146
C8 -2.214 0.854 2.211  -0.0904
H11 -2.233 0.585 4.465  0.1402
C9 -2.210 -0.086 1.158  -0.0901
C10 -2.155 -1.419 1.725  -0.2112
H12 -2.252 -2.362 1.183  0.1239
H13 -2.201 -2.065 3.920  0.1278
H14 -2.283 1.936 2.093  0.1332
H15 -2.275 0.134 0.090  0.1073
C11 1.055 -2.368 3.645  -0.1372
C12 0.194 -3.056 2.721  -0.1730
C13 0.557 -2.640 1.384  -0.1903
H16 -0.564 -3.786 2.990  0.1306
C14 1.652 -1.712 1.502  -0.1255
C15 1.971 -1.572 2.888  -0.0835
H17 2.763 -0.949 3.296  0.1373
H18 1.023 -2.464 4.725  0.1313
H19 0.107 -2.979 0.455  0.1175
H20 2.135 -1.204 0.677  0.1146
O2 0.886 0.038 -0.806  -0.1916
C16 -0.038 -0.749 -1.597  -0.1914
C17 -0.658 0.203 -2.631  -0.1580
H21 -0.824 -1.228 -0.970  0.0871
H22 0.545 -1.565 -2.073  0.1332
C18 0.286 1.460 -2.544  -0.1477
H23 -1.690 0.531 -2.415  0.1139
H24 -0.687 -0.331 -3.583  0.0736
C19 0.577 1.432 -1.048  -0.1888
H25 -0.162 2.393 -2.909  0.1188
H26 1.190 1.247 -3.142  0.1133
H27 -0.357 1.763 -0.538  0.1153
H28 1.427 2.019 -0.685  0.1275
O3 0.786 0.231 5.026  0.1067
B1 0.256 0.583 3.740  -0.4626
O4 0.145 2.021 3.637  0.1219
C20 0.557 2.489 4.857  -0.2024
C21 0.395 3.755 5.398  0.0161
C22 0.729 3.951 6.754  -0.0704
C23 1.104 2.880 7.557  -0.0725
C24 1.170 1.576 7.034  0.0143
C25 0.954 1.419 5.676  -0.2108
H29 0.013 4.563 4.782  0.1223
H30 0.697 4.960 7.169  0.1122
H31 1.354 3.042 8.610  0.1131
H32 1.371 0.707 7.654  0.1239

Values from the calculation:
charge	+1
⟨S²⟩	6.0310
highest occupied orbital energy (spin up / spin down)	-10.0 / -11.2	eV
HOMO-LUMO gap (spin up / spin down)	6.94 / 5.27	eV
spin multiplicity	5
lowest unoccupied orbital energy (spin up / spin down)	-3.08 / -5.97	eV

Entry 2:
A structure of composition C8H10O2 at a distorted geometry. Source: OMol25; level of theory: wB97M-V/def2-TZVPD.

Last column: Löwdin charge in e.
Element x y z (Å)
C1 0.470 1.034 1.544  -0.0210
C2 1.845 0.123 -0.390  -0.0239
C3 0.473 0.166 0.285  -0.4570
C4 -0.939 1.486 -1.471  0.0837
C5 -0.612 0.532 -0.636  -0.1636
H1 1.168 0.609 2.264  0.0910
H2 -0.513 1.034 2.012  0.0932
H3 0.721 2.065 1.297  0.0879
H4 2.547 -0.383 0.274  0.0921
H5 1.815 -0.402 -1.344  0.0862
H6 2.210 1.137 -0.553  0.0874
H7 -0.302 2.360 -1.534  0.0775
H8 -1.769 1.395 -2.152  0.0747
C6 -0.075 -1.308 0.670  -0.5609
O1 0.282 -2.235 -0.294  0.0410
C7 -1.717 -0.696 -0.189  -0.0433
C8 -2.824 -1.075 -0.499  0.1969
O2 -0.179 -1.640 1.844  0.0928
H9 1.131 -2.686 -0.310  0.1204
H10 -3.731 -1.516 -0.817  0.0447

Values from the calculation:
highest occupied orbital energy (spin up / spin down)	-9.5 / -9.5	eV
HOMO-LUMO gap (spin up / spin down)	8.84 / 8.84	eV
lowest unoccupied orbital energy (spin up / spin down)	-0.62 / -0.62	eV

Entry 3:
A structure of composition C18H47NO4PrSi2 at a distorted geometry. Source: OMol25; level of theory: wB97M-V/def2-TZVPD.

Last column: Löwdin charge in e.
Element x y z (Å)
O1 0.863 1.212 -0.665  -0.3136
O2 -0.405 0.386 -2.808  -0.1200
C1 0.409 2.662 -0.708  -0.2099
C2 1.148 3.491 0.294  -0.0410
H1 -0.669 2.649 -0.537  0.0881
H2 0.537 3.014 -1.732  0.1026
H3 1.110 3.075 1.299  0.0739
H4 0.673 4.472 0.295  0.0985
H5 2.186 3.660 -0.007  0.0910
C3 2.198 1.063 -1.286  -0.2036
C4 2.378 1.866 -2.547  -0.0571
H6 2.334 -0.015 -1.444  0.1202
H7 2.894 1.350 -0.491  0.1044
H8 1.760 1.493 -3.368  0.0669
H9 3.423 1.793 -2.863  0.1042
H10 2.192 2.931 -2.399  0.0799
C5 -0.123 -1.122 -3.036  -0.0707
C6 -1.648 1.007 -3.425  -0.1117
C7 0.933 -1.201 -4.098  -0.0443
H11 -1.088 -1.549 -3.325  0.1411
H12 0.198 -1.508 -2.063  0.1272
H13 0.576 -0.818 -5.056  0.0799
H14 1.210 -2.244 -4.261  0.1039
H15 1.843 -0.662 -3.818  0.0796
C8 -1.387 1.113 -4.902  -0.0460
H16 -1.735 1.982 -2.937  0.1376
H17 -2.495 0.362 -3.178  0.1337
H18 -0.537 1.769 -5.107  0.0974
H19 -2.256 1.547 -5.398  0.1016
H20 -1.212 0.145 -5.373  0.0763
H21 -0.196 0.682 -1.866  0.0885
Pr1 -0.014 -0.681 1.246  1.1354
C9 -1.802 0.705 0.105  -0.3828
Si1 -3.519 0.166 0.518  0.3815
H22 -1.559 1.656 0.607  0.0028
H23 -1.806 0.904 -0.977  -0.0300
C10 -4.778 1.393 -0.150  -0.1929
C11 -3.985 -0.035 2.323  -0.1570
C12 -3.652 -1.563 -0.194  -0.1722
C13 1.835 0.508 2.317  -0.3950
Si2 3.115 -0.825 2.070  0.3703
H24 1.558 0.669 3.379  0.0076
H25 2.199 1.475 1.925  -0.0111
C14 4.585 -0.101 1.196  -0.1743
C15 2.536 -2.275 0.986  -0.1734
C16 3.633 -1.612 3.675  -0.1739
H26 -3.045 -1.669 -1.102  0.0114
H27 -4.707 -1.746 -0.444  0.0399
H28 -3.300 -2.297 0.553  0.0237
H29 -4.633 2.387 0.300  0.0357
H30 -5.791 1.049 0.103  0.0324
H31 -4.705 1.511 -1.239  0.0152
H32 -3.352 0.536 3.017  0.0337
H33 -3.980 -1.095 2.632  0.0270
H34 -5.018 0.343 2.398  0.0381
H35 3.101 -2.266 0.046  0.0474
H36 1.475 -2.451 0.699  -0.0106
H37 2.829 -3.185 1.526  0.0591
H38 4.661 -1.979 3.564  0.0417
H39 3.002 -2.469 3.951  0.0254
H40 3.608 -0.875 4.488  0.0462
H41 5.448 -0.757 1.359  0.0425
H42 4.803 0.892 1.608  0.0486
H43 4.424 -0.002 0.115  0.0167
N1 0.194 -1.708 3.805  -0.0162
C17 -1.060 -2.352 4.245  -0.1265
C18 -1.923 -2.739 3.050  -0.6108
O3 -2.978 -3.312 3.272  0.0693
O4 -1.448 -2.370 1.873  -0.2540
H44 0.922 -2.421 3.744  0.0782
H45 0.523 -1.096 4.549  0.0981
H46 -0.867 -3.271 4.814  0.1343
H47 -1.644 -1.648 4.860  0.1400

Values from the calculation:
charge	+1
⟨S²⟩	2.0057
highest occupied orbital energy (spin up / spin down)	-10.5 / -10.5	eV
HOMO-LUMO gap (spin up / spin down)	7.65 / 7.71	eV
spin multiplicity	3
lowest unoccupied orbital energy (spin up / spin down)	-2.82 / -2.78	eV

Entry 4:
A cluster of 12 separate species, C32H44F4N8O16 in total at a distorted geometry. Source: OMol25; level of theory: wB97M-V/def2-TZVPD.

Last column: Löwdin charge in e.
Element x y z (Å)
C1 0.445 -0.163 -6.330  0.0499
N1 1.371 -0.897 -5.441  -0.4273
O1 2.514 -1.046 -5.801  0.0702
O2 0.914 -1.296 -4.385  0.0340
H1 -0.097 0.559 -5.723  0.0870
H2 -0.283 -0.808 -6.814  0.0871
H3 1.030 0.355 -7.084  0.0992
C2 5.380 1.943 -3.673  0.0611
N2 4.078 1.802 -4.378  -0.4285
O3 4.078 1.685 -5.586  0.0700
O4 3.071 1.726 -3.695  0.0297
H4 5.880 0.983 -3.782  0.1050
H5 5.139 2.183 -2.644  0.0838
H6 5.978 2.682 -4.196  0.1001
C3 -3.795 0.188 -3.379  0.0323
N3 -3.515 1.302 -4.295  -0.4320
O5 -2.344 1.496 -4.579  0.0441
O6 -4.437 1.977 -4.687  0.0874
H7 -3.025 0.127 -2.620  0.0583
H8 -3.827 -0.752 -3.932  0.0967
H9 -4.778 0.276 -2.929  0.1002
C4 3.193 -1.051 -1.921  0.0523
N4 3.972 -1.322 -0.679  -0.4384
O7 3.751 -2.372 -0.101  0.0396
O8 4.783 -0.497 -0.324  0.0689
H10 3.876 -1.280 -2.734  0.1084
H11 2.896 -0.009 -1.883  0.0667
H12 2.320 -1.691 -1.894  0.0835
C5 4.346 6.159 0.069  0.0483
N5 4.663 4.810 -0.472  -0.4519
O9 5.822 4.466 -0.436  0.0711
O10 3.760 4.169 -0.965  0.0556
H13 3.277 6.325 -0.020  0.0939
H14 4.905 6.890 -0.503  0.1011
H15 4.587 6.139 1.129  0.1014
C6 -2.590 2.806 0.763  0.0598
N6 -3.682 2.356 -0.151  -0.4182
O11 -4.378 3.225 -0.630  0.0786
O12 -3.798 1.173 -0.403  0.0425
H16 -1.659 2.813 0.206  0.0941
H17 -2.551 2.125 1.609  0.0738
H18 -2.941 3.764 1.130  0.1018
C7 1.527 -1.964 3.119  0.0554
N7 0.747 -1.302 4.213  -0.4353
O13 0.479 -0.131 4.076  0.0569
O14 0.425 -1.990 5.151  0.0670
H19 2.018 -2.805 3.585  0.0920
H20 2.175 -1.180 2.731  0.0990
H21 0.877 -2.239 2.291  0.0849
C8 -1.930 -3.498 -3.725  0.0374
N8 -1.951 -3.521 -5.208  -0.4362
O15 -1.859 -2.455 -5.789  0.0448
O16 -2.013 -4.604 -5.749  0.0769
H22 -0.921 -3.751 -3.413  0.0944
H23 -2.640 -4.210 -3.322  0.1027
H24 -2.139 -2.483 -3.404  0.0739
F1 -1.638 -1.347 -0.825  0.0585
C9 -0.820 -0.296 -0.651  -0.2828
C10 -0.401 0.420 -1.752  -0.0169
C11 0.606 1.367 -1.607  -0.0789
C12 1.061 1.710 -0.341  -0.0812
C13 0.510 1.099 0.786  -0.0868
C14 -0.455 0.111 0.615  -0.0248
H25 -0.704 0.186 -2.766  0.0977
H26 0.979 1.844 -2.503  0.0956
H27 1.764 2.523 -0.204  0.0926
H28 0.803 1.423 1.774  0.0857
H29 -0.854 -0.405 1.483  0.1042
F2 -5.007 0.474 3.339  0.0578
C15 -4.123 -0.540 3.318  -0.2884
C16 -3.552 -0.941 4.519  -0.0056
C17 -2.639 -1.981 4.504  -0.0841
C18 -2.313 -2.623 3.316  -0.0933
C19 -2.890 -2.188 2.129  -0.0938
C20 -3.817 -1.157 2.125  -0.0175
H30 -3.845 -0.378 5.395  0.1214
H31 -2.265 -2.400 5.428  0.1051
H32 -1.601 -3.434 3.237  0.0822
H33 -2.631 -2.667 1.192  0.0902
H34 -4.346 -0.916 1.212  0.1113
F3 -0.796 -4.012 -0.997  0.0548
C21 -0.217 -4.546 0.088  -0.2861
C22 -0.971 -5.181 1.044  -0.0337
C23 -0.361 -5.685 2.190  -0.0838
C24 0.991 -5.452 2.395  -0.0969
C25 1.772 -4.850 1.410  -0.0882
C26 1.153 -4.427 0.247  -0.0181
H35 -2.025 -5.369 0.863  0.1238
H36 -0.959 -6.290 2.856  0.1108
H37 1.483 -5.846 3.277  0.1061
H38 2.820 -4.633 1.563  0.1088
H39 1.674 -3.858 -0.515  0.1016
F4 -2.972 2.471 4.018  0.0517
C27 -1.900 3.086 4.558  -0.2763
C28 -0.675 2.856 3.982  -0.0296
C29 0.475 3.428 4.515  -0.0705
C30 0.368 4.078 5.737  -0.0951
C31 -0.872 4.281 6.333  -0.0813
C32 -2.030 3.797 5.736  -0.0101
H40 -0.631 2.308 3.051  0.0807
H41 1.432 3.279 4.037  0.1050
H42 1.273 4.474 6.182  0.1004
H43 -0.983 4.980 7.151  0.1050
H44 -2.992 4.043 6.162  0.1176

Values from the calculation:
highest occupied orbital energy	-9.2	eV
HOMO-LUMO gap	9.01	eV
SMILES string	C[N+](=O)[O-].C[N+](=O)[O-].C[N+](=O)[O-].C[N+](=O)[O-].C[N+](=O)[O-].C[N+](=O)[O-].C[N+](=O)[O-].C[N+](=O)[O-].Fc1ccccc1.Fc1ccccc1.Fc1ccccc1.Fc1ccccc1
lowest unoccupied orbital energy	-0.20	eV

Entry 5:
A structure of composition C2H3O6SSn at a distorted geometry. Source: OMol25; level of theory: wB97M-V/def2-TZVPD.

Last column: Löwdin charge in e.
Element x y z (Å)
Sn1 44.479 -31.741 1.877  1.6101
S1 42.000 -30.199 1.648  0.0786
O1 41.796 -31.468 1.041  -0.4157
O2 41.676 -29.074 0.731  -0.4349
O3 41.007 -29.723 2.634  -0.4164
O4 43.317 -30.030 2.201  -0.5580
C1 48.158 -33.429 1.117  -0.0012
C2 46.704 -33.108 1.499  -0.7460
O5 45.906 -33.986 1.927  -0.0972
O6 46.296 -31.958 1.333  -0.2454
H1 48.876 -32.609 1.101  0.0728
H2 48.219 -33.742 0.075  0.0775
H3 48.670 -34.267 1.590  0.0757

Values from the calculation:
charge	-1
highest occupied orbital energy	-3.1	eV
HOMO-LUMO gap	5.05	eV
lowest unoccupied orbital energy	1.95	eV

Entry 6:
A structure of composition C33H45BrMoN7O2PS5Sb. Source: OMol25; level of theory: wB97M-V/def2-TZVPD.

Last column: Löwdin charge in e.
Element x y z (Å)
Mo1 0.441 -0.108 0.310  1.2001
S1 3.838 -0.062 3.774  0.0075
Sb1 2.954 1.193 2.186  0.0221
S2 0.466 0.842 2.386  0.1193
S3 2.698 -0.114 0.029  0.1132
S4 3.406 3.256 1.550  -0.0204
C1 0.013 4.880 -0.915  -0.0332
C2 -1.012 4.189 -0.279  -0.0277
C3 -0.841 2.850 -0.002  -0.1530
N1 0.276 2.181 -0.331  -0.1241
C4 1.262 2.852 -0.933  -0.2199
C5 1.167 4.197 -1.247  -0.0486
H1 -0.089 5.932 -1.140  0.1182
H2 -1.934 4.677 0.000  0.1161
H3 -1.623 2.276 0.480  0.0982
H4 2.151 2.285 -1.174  0.0621
H5 2.000 4.688 -1.729  0.1189
N2 0.196 -1.757 0.879  -0.3437
P1 -0.321 -2.933 1.914  0.6557
N3 -1.869 -2.687 2.354  -0.1704
C6 -2.933 -3.666 2.041  -0.1735
C7 -4.028 -3.020 1.212  -0.1528
C8 -4.706 -1.876 1.985  -0.1697
C9 -3.794 -1.342 3.092  -0.1643
C10 -2.345 -1.306 2.637  -0.2092
N4 0.623 -2.927 3.233  -0.1804
C11 2.081 -3.024 2.988  -0.2013
C12 2.806 -3.468 4.263  -0.1810
C13 1.878 -4.277 5.159  -0.1896
C14 0.733 -3.392 5.652  -0.1572
C15 0.275 -2.410 4.564  -0.1718
N5 -0.100 -4.343 1.139  -0.2017
C16 0.234 -4.472 -0.290  -0.2216
C17 1.145 -5.671 -0.484  -0.1788
C18 0.429 -6.973 -0.108  -0.1731
C19 -0.538 -6.749 1.065  -0.1656
C20 -0.079 -5.589 1.933  -0.1957
H6 -3.343 -4.045 2.981  0.1286
H7 -2.490 -4.512 1.517  0.0944
H8 -4.751 -3.783 0.923  0.1199
H9 -3.584 -2.649 0.286  0.0955
H10 -5.645 -2.219 2.422  0.1136
H11 -4.954 -1.067 1.296  0.1026
H12 -3.871 -1.955 3.993  0.1178
H13 -4.088 -0.332 3.378  0.1239
H14 -1.712 -0.852 3.400  0.0764
H15 -2.262 -0.687 1.739  0.0795
H16 2.466 -2.059 2.649  0.0258
H17 2.236 -3.751 2.187  0.1077
H18 3.161 -2.586 4.803  0.0666
H19 3.690 -4.042 3.987  0.1193
H20 2.421 -4.694 6.006  0.1159
H21 1.478 -5.125 4.596  0.0979
H22 1.066 -2.812 6.515  0.1173
H23 -0.103 -4.007 5.988  0.1097
H24 0.750 -1.433 4.686  0.1061
H25 -0.801 -2.272 4.613  0.0984
H26 0.731 -3.557 -0.618  0.0847
H27 -0.678 -4.586 -0.886  0.0889
H28 2.039 -5.531 0.129  0.1152
H29 1.481 -5.701 -1.522  0.0994
H30 1.166 -7.735 0.147  0.1141
H31 -0.124 -7.351 -0.970  0.1123
H32 -0.621 -7.645 1.681  0.1196
H33 -1.543 -6.532 0.693  0.1097
H34 0.933 -5.773 2.308  0.1154
H35 -0.723 -5.469 2.805  0.1170
N6 0.816 -1.807 -6.794  0.1035
C21 0.561 -0.558 -6.374  -0.8407
S5 0.197 0.689 -7.364  0.7276
C22 0.647 -0.380 -4.888  -0.2156
C23 -0.179 0.536 -4.250  0.0018
C24 -0.123 0.654 -2.880  -0.1104
N7 0.728 -0.049 -2.117  -0.0676
C25 1.559 -0.892 -2.737  -0.1707
C26 1.543 -1.094 -4.105  -0.0126
H36 0.782 -1.996 -7.783  0.1088
H37 0.895 -2.582 -6.156  0.0699
H38 -0.869 1.134 -4.828  0.1053
H39 -0.779 1.341 -2.365  0.1135
H40 2.256 -1.438 -2.114  0.0605
H41 2.252 -1.789 -4.531  0.1229
Br1 -0.387 -4.220 -3.762  0.8184
C27 -1.818 -3.075 -3.273  -0.6338
C28 -3.027 -3.185 -3.939  -0.0985
C29 -4.078 -2.355 -3.571  -0.0387
C30 -3.913 -1.423 -2.560  0.0055
C31 -2.685 -1.314 -1.910  -0.1417
C32 -1.633 -2.153 -2.258  -0.0899
C33 -2.561 -0.260 -0.863  -0.5238
O1 -3.492 0.385 -0.450  0.1180
O2 -1.330 0.001 -0.414  -0.3291
H42 -3.148 -3.910 -4.732  0.1085
H43 -5.026 -2.435 -4.084  0.1173
H44 -4.718 -0.762 -2.272  0.1285
H45 -0.685 -2.098 -1.741  0.0665

Values from the calculation:
charge	+1
highest occupied orbital energy	-10.8	eV
HOMO-LUMO gap	5.92	eV
lowest unoccupied orbital energy	-4.83	eV